Run one
Below is a single C3H3FN2O molecule, with properties calculated with the ωB97M-V functional and the def2-TZVPD basis.

The HOMO-LUMO gap comes out at 8.206 eV. As for the LUMO energy: 0.01981 Ha. The net charge is 0.

Geometry as XYZ:
```
10
Properties=species:S:1:pos:R:3:nbo_charge:R:1
C -0.539 1.539 -0.081 0.18
C 0.949 -0.119 0.518 0.35
C -1.374 -0.543 0.007 0.48
N 0.574 0.967 0.124 -0.41
N 1.706 -1.068 0.016 -0.80
O -1.637 0.712 -0.190 -0.47
F -2.566 -1.139 -0.124 -0.35
H -0.740 2.647 -0.065 0.20
H 1.539 -1.276 -0.963 0.39
H 2.090 -1.721 0.757 0.42
```

Run two
Below is 2 unconnected molecules or ions with the total composition C3H3FN2O, with properties calculated with the ωB97M-V functional and the def2-TZVPD basis.

The HOMO-LUMO gap (spin up / spin down) comes out at 7.496 / 7.496 eV. As for the LUMO energy (spin up / spin down): -0.05107 / -0.05109 Ha. The net charge is 0.

Geometry as XYZ:
```
10
Properties=species:S:1:pos:R:3:nbo_charge:R:1
C 0.737 0.577 0.272 -0.13
C 1.493 0.534 -0.876 0.02
C -0.318 -0.563 -1.354 0.22
N -0.427 -0.088 0.021 -0.42
N -1.527 -0.719 1.496 0.11
O 0.891 -0.251 -1.787 -0.43
F -2.534 0.060 1.391 -0.16
H 0.984 1.290 1.087 0.23
H 2.503 0.696 -1.102 0.21
H -1.801 -1.537 0.852 0.35
```

Going by the energies, run one is most stable and the next is 290.1 kJ/mol up.